# 1
Density functional theory data (ωB97M-V/def2-TZVPD) for C25H51MnN4O2S2Si5 as an isolated structure.

The geometry in ORCA input format:
```
! wB97M-V def2-TZVPD RIJCOSX def2/J DEFGRID3
* xyz 0 5
Mn -0.460 -0.036 -0.350
N -2.896 0.804 1.248
C -3.828 0.881 0.125
C -3.064 0.824 -1.196
O -3.305 1.611 -2.089
O -2.172 -0.133 -1.245
H -3.329 0.376 2.051
H -2.591 1.728 1.541
H -4.455 1.774 0.123
H -4.462 -0.008 0.144
C 2.386 2.408 -4.924
Si 3.524 1.094 -4.265
C 5.164 1.925 -3.918
C 3.729 -0.220 -5.572
C 3.069 0.188 -2.668
C 4.034 -0.655 -2.134
C 3.785 -1.419 -0.997
C 2.559 -1.294 -0.402
N 1.606 -0.485 -0.869
C 1.827 0.236 -1.990
S 0.443 1.149 -2.514
H 2.814 2.798 -5.854
H 2.285 3.240 -4.222
H 1.387 2.026 -5.136
H 5.524 2.445 -4.811
H 5.937 1.212 -3.619
H 5.065 2.661 -3.116
H 4.165 0.203 -6.481
H 2.764 -0.661 -5.834
H 4.382 -1.029 -5.232
H 5.005 -0.729 -2.615
H 4.524 -2.099 -0.596
H 2.300 -1.858 0.487
C -0.797 4.555 -3.211
C -1.177 4.392 -1.778
C -2.253 4.979 -1.179
C -2.542 4.618 0.142
N -1.796 3.755 0.825
C -0.714 3.216 0.236
S 0.307 2.094 1.033
N -0.408 3.576 -1.033
C -3.731 5.194 0.843
H -1.438 5.281 -3.702
H -0.901 3.590 -3.715
H 0.244 4.866 -3.301
H -2.904 5.637 -1.735
H 0.269 2.954 -1.511
H -3.590 6.267 0.990
H -3.860 4.717 1.811
H -4.630 5.058 0.240
C 0.747 0.047 4.512
Si 1.375 -1.026 3.112
C 1.999 -2.644 3.818
C 2.864 -0.122 2.402
Si -0.443 -1.326 1.626
Si -0.416 -3.321 0.137
C -0.277 -4.780 1.316
C 0.873 -3.632 -1.182
C -2.065 -3.375 -0.740
Si -2.180 -1.986 3.083
C -3.679 -2.589 2.124
C -2.833 -0.687 4.283
C -1.602 -3.383 4.194
H 1.583 0.402 5.121
H 0.055 -0.489 5.167
H 0.229 0.924 4.111
H 2.822 -2.448 4.512
H 2.373 -3.310 3.033
H 1.221 -3.181 4.365
H 3.320 0.502 3.175
H 2.572 0.543 1.585
H 3.629 -0.800 2.020
H 0.419 -4.592 2.137
H 0.081 -5.661 0.772
H -1.249 -5.031 1.749
H 1.861 -3.828 -0.762
H 0.967 -2.803 -1.886
H 0.562 -4.515 -1.746
H -2.873 -3.649 -0.064
H -2.037 -4.104 -1.556
H -2.312 -2.400 -1.168
H -3.764 -2.073 1.164
H -4.604 -2.417 2.682
H -3.610 -3.659 1.913
H -3.526 0.022 3.828
H -2.030 -0.105 4.740
H -3.377 -1.194 5.086
H -1.042 -4.145 3.653
H -2.466 -3.868 4.659
H -0.962 -3.005 4.996
*
```

Energy above the lowest of the compared OMol25 structures with the same formula, charge and spin: 0.259 eV
Total energy: -129192.7642 eV
HOMO energy (spin up / spin down): -7.70 / -7.53 eV
Gap between HOMO and LUMO (spin up / spin down): 6.596 / 7.449 eV

These are the Löwdin partial charges, in e, on atoms 1 to 4: number 1, Mn, carries 0.428; number 2, N, carries 0.014; number 3, C, carries -0.164; number 4, C, carries -0.635

---

# 2
Density functional theory data (ωB97M-V/def2-TZVPD) for C25H52B4Br20FNO5 as an isolated structure.

The geometry in ORCA input format:
```
! wB97M-V def2-TZVPD RIJCOSX def2/J DEFGRID3
* xyz 0 1
C -4.348 0.261 1.006
C -3.249 -0.182 -0.051
B -2.090 0.918 0.051
O -1.608 1.397 1.287
B -1.457 1.558 -1.387
O -0.259 2.271 -1.530
B -0.659 3.548 -2.024
C -0.085 4.814 -1.255
N -0.685 6.106 -1.669
O -1.560 3.647 -3.111
B -2.603 2.751 -2.873
C -4.156 3.128 -2.839
C -4.410 3.889 -1.541
O -3.679 4.680 -1.109
F -5.516 3.622 -0.791
O -2.227 1.423 -2.595
H -4.000 -0.016 2.014
H -4.418 1.370 0.942
H -5.349 -0.142 0.779
H -3.749 -0.145 -1.041
H -2.852 -1.198 0.154
H -1.975 2.293 1.389
H -0.360 4.644 -0.183
H 1.026 4.817 -1.265
H -1.017 6.549 -0.814
H -1.528 5.974 -2.222
H -4.510 3.651 -3.745
H -4.743 2.185 -2.777
Br 2.232 3.780 2.184
C 3.341 2.812 0.910
C 4.363 3.717 0.271
Br 3.550 4.849 -1.088
H 2.668 2.352 0.190
H 3.831 2.033 1.492
H 5.116 3.134 -0.257
H 4.854 4.376 0.981
Br -4.709 -1.629 -4.961
C -2.978 -1.738 -4.074
C -2.684 -3.141 -3.607
Br -3.685 -3.579 -1.995
H -2.992 -1.012 -3.265
H -2.254 -1.425 -4.824
H -1.636 -3.237 -3.326
H -2.927 -3.899 -4.344
Br -4.731 -7.727 -1.258
C -3.656 -8.683 -2.568
C -2.676 -7.762 -3.241
Br -3.546 -6.641 -4.575
H -4.346 -9.156 -3.263
H -3.133 -9.451 -2.001
H -1.930 -8.332 -3.793
H -2.175 -7.094 -2.545
Br -5.594 -5.972 4.586
C -4.502 -6.879 3.253
C -3.515 -5.937 2.615
Br -4.380 -4.779 1.311
H -5.185 -7.330 2.538
H -3.982 -7.665 3.799
H -2.767 -6.492 2.051
H -3.017 -5.289 3.332
Br 7.163 3.924 3.362
C 7.572 5.823 3.523
C 7.179 6.576 2.279
Br 8.449 6.291 0.825
H 8.628 5.897 3.756
H 6.992 6.168 4.378
H 7.192 7.650 2.458
H 6.201 6.288 1.902
Br -7.332 -10.434 -2.317
C -8.943 -9.862 -1.387
C -8.609 -9.192 -0.081
Br -8.121 -10.494 1.282
H -9.571 -10.741 -1.272
H -9.429 -9.160 -2.064
H -9.481 -8.676 0.318
H -7.782 -8.492 -0.161
Br -1.133 8.582 1.327
C -2.904 9.286 0.924
C -3.984 8.449 1.557
Br -4.271 6.794 0.570
H -2.985 9.340 -0.158
H -2.910 10.294 1.337
H -4.940 8.970 1.524
H -3.762 8.171 2.584
Br -4.194 -12.745 -1.053
C -4.570 -12.511 -2.948
C -3.409 -12.953 -3.802
Br -1.969 -11.640 -3.797
H -4.834 -11.467 -3.091
H -5.443 -13.132 -3.143
H -3.711 -13.036 -4.845
H -2.976 -13.895 -3.477
Br 10.805 7.359 3.543
C 11.408 8.345 5.109
C 12.015 7.422 6.132
Br 10.642 6.442 7.105
H 10.551 8.898 5.485
H 12.152 9.047 4.735
H 12.551 7.991 6.890
H 12.683 6.684 5.697
Br 12.252 3.853 3.175
C 11.850 4.128 1.291
C 12.991 3.687 0.413
Br 14.444 4.984 0.429
H 11.600 5.180 1.171
H 10.963 3.525 1.099
H 12.673 3.628 -0.626
H 13.415 2.733 0.714
*
```

Total energy: -1444777.1797 eV
HOMO energy: -8.71 eV
Gap between HOMO and LUMO: 8.281 eV

These are the Löwdin partial charges, in e, on atoms 1 to 4: number 1, C, carries -0.091; number 2, C, carries -0.152; number 3, B, carries -0.275; number 4, O, carries 0.103

---

# 3
Density functional theory data (ωB97M-V/def2-TZVPD) for a 5-piece molecular cluster, C25H52ClN4O7PS2 overall.

The geometry in ORCA input format:
```
! wB97M-V def2-TZVPD RIJCOSX def2/J DEFGRID3
* xyz 0 1
C 1.929 -1.353 -0.404
C 3.152 -0.422 -0.038
C 2.837 1.077 -0.382
O 1.681 1.426 0.388
C 1.440 2.821 0.445
C 0.198 3.282 -0.384
C -0.092 4.765 -0.116
N -0.335 5.849 0.059
P 0.538 3.135 -2.257
N 1.652 4.197 -2.628
C -1.148 2.475 -0.053
C -1.366 1.431 -1.165
N -1.511 0.538 -1.842
C -1.221 1.907 1.389
C -2.546 1.072 1.653
C -2.378 -0.454 1.294
C -3.797 -1.117 1.035
S -3.914 -1.990 -0.566
O -5.030 -2.918 -0.587
O -4.120 -1.014 -1.616
Cl -2.156 -3.042 -0.936
N -2.292 3.479 -0.165
C -3.166 3.126 -0.934
S -4.548 2.570 -1.498
H 1.540 -1.106 -1.417
H 1.082 -1.201 0.313
H 2.201 -2.430 -0.322
H 4.099 -0.766 -0.497
H 3.216 -0.460 1.076
H 2.563 1.097 -1.465
H 3.732 1.709 -0.191
H 2.327 3.339 -0.009
H 1.351 3.231 1.478
H -0.665 3.431 -2.964
H 0.967 1.808 -2.576
H 2.465 3.748 -3.052
H -1.246 2.728 2.142
H -0.380 1.239 1.671
H -3.447 1.540 1.202
H -2.689 1.100 2.763
H -1.922 -0.972 2.173
H -1.692 -0.637 0.440
H -4.547 -0.296 1.101
H -4.027 -1.848 1.847
C 2.092 2.156 5.544
C 1.475 3.222 4.653
C 1.244 4.517 5.416
O 0.231 2.747 4.132
H 1.429 1.919 6.382
H 2.242 1.229 4.985
H 3.054 2.483 5.943
H 2.130 3.411 3.799
H 0.554 4.359 6.249
H 0.792 5.269 4.766
H 2.181 4.914 5.811
H -0.357 2.577 4.877
C -8.527 -4.569 -1.520
C -7.906 -5.061 -2.818
C -6.979 -4.015 -3.416
O -8.940 -5.375 -3.753
H -9.127 -3.671 -1.693
H -9.198 -5.325 -1.106
H -7.759 -4.338 -0.779
H -7.350 -5.982 -2.634
H -7.528 -3.098 -3.651
H -6.548 -4.376 -4.353
H -6.168 -3.770 -2.729
H -9.439 -4.568 -3.924
C 1.583 -0.640 -5.398
C 2.641 -1.589 -4.853
C 3.141 -2.538 -5.932
O 2.094 -2.341 -3.771
H 0.714 -1.195 -5.763
H 1.226 0.028 -4.612
H 1.978 -0.036 -6.218
H 3.479 -1.013 -4.453
H 2.323 -3.156 -6.314
H 3.891 -3.218 -5.525
H 3.582 -1.990 -6.767
H 1.351 -2.854 -4.111
C 5.793 0.309 3.846
C 5.479 -0.912 2.996
C 6.333 -2.103 3.401
O 5.706 -0.608 1.621
H 6.838 0.610 3.723
H 5.180 1.159 3.538
H 5.611 0.112 4.905
H 4.421 -1.168 3.098
H 7.396 -1.883 3.263
H 6.104 -2.969 2.777
H 6.167 -2.372 4.446
H 6.638 -0.380 1.517
*
```

Total energy: -90537.7796 eV
SMILES: CCCOC[C@@](C#N)([PH2]=N)[C@@](C#N)(CCCCS(=O)(=O)Cl)N=C=S.CC(C)O.CC(C)O.CC(C)O.CC(C)O
HOMO energy: -8.90 eV
Gap between HOMO and LUMO: 8.496 eV

These are the Löwdin partial charges, in e, on atoms 1 to 4: number 1, C, carries -0.098; number 2, C, carries -0.201; number 3, C, carries -0.209; number 4, O, carries -0.162

---

# 4
Density functional theory data (ωB97M-V/def2-TZVPD) for C25H52F5N2O13S3V as an isolated structure.

The geometry in ORCA input format:
```
! wB97M-V def2-TZVPD RIJCOSX def2/J DEFGRID3
* xyz 1 4
V -19.595 -21.629 2.680
N -22.385 -19.023 0.557
H -22.139 -19.653 1.307
H -21.806 -18.221 0.758
H -23.350 -18.731 0.614
H -22.084 -19.402 -0.330
N -17.905 -20.559 2.272
S -17.545 -19.137 1.901
O -16.770 -18.931 0.686
O -17.396 -18.245 3.025
F -19.045 -18.770 1.390
S -16.260 -20.900 2.581
O -15.461 -20.134 3.538
O -15.521 -21.485 1.474
F -16.758 -22.150 3.461
C -19.603 -25.902 4.917
F -20.310 -27.016 5.135
F -19.922 -24.940 5.809
F -18.373 -26.319 4.932
S -19.769 -25.149 3.181
O -19.283 -23.740 3.258
O -18.961 -25.912 2.236
O -21.202 -25.136 2.911
C -14.641 -24.587 5.179
C -14.808 -25.506 6.248
C -14.504 -25.112 7.538
C -14.114 -23.803 7.760
C -13.824 -22.924 6.677
C -14.235 -23.271 5.369
H -14.957 -24.953 4.213
H -15.285 -26.463 6.095
H -14.647 -25.801 8.357
H -13.941 -23.480 8.776
H -13.446 -21.932 6.877
H -14.083 -22.558 4.572
C -17.195 -18.970 9.087
C -16.449 -19.072 7.930
C -17.004 -18.899 6.691
C -18.354 -18.438 6.609
C -19.178 -18.399 7.766
C -18.528 -18.606 8.977
H -16.702 -19.184 10.024
H -15.432 -19.432 7.976
H -16.435 -19.094 5.794
H -18.818 -18.226 5.657
H -20.223 -18.135 7.702
H -19.151 -18.670 9.857
C -14.783 -24.575 0.859
C -16.101 -25.296 1.247
O -17.202 -24.503 0.720
H -14.612 -24.601 -0.217
H -13.983 -25.145 1.331
H -14.691 -23.574 1.279
H -16.098 -25.263 2.336
H -16.155 -26.357 1.004
H -17.912 -24.972 1.164
C -13.741 -17.417 4.363
C -14.470 -16.285 5.062
O -14.632 -15.111 4.325
H -14.209 -17.900 3.505
H -13.525 -18.160 5.130
H -12.847 -16.966 3.933
H -13.852 -15.999 5.914
H -15.461 -16.600 5.390
H -14.907 -14.545 5.050
C -16.748 -21.946 -3.637
C -15.941 -20.866 -2.898
O -16.239 -20.928 -1.465
H -17.824 -22.022 -3.478
H -16.323 -22.911 -3.362
H -16.522 -21.992 -4.703
H -16.228 -19.884 -3.275
H -14.886 -21.118 -3.009
H -15.445 -20.808 -0.939
C -20.492 -14.686 1.806
C -21.555 -15.605 1.319
O -21.149 -16.907 1.711
H -20.540 -14.564 2.888
H -20.436 -13.682 1.387
H -19.519 -15.073 1.506
H -21.607 -15.488 0.237
H -22.544 -15.458 1.754
H -21.020 -16.948 2.662
C -18.276 -22.351 6.607
C -19.507 -21.650 6.084
O -19.132 -21.171 4.815
H -17.452 -21.638 6.649
H -17.925 -23.194 6.012
H -18.390 -22.783 7.601
H -19.744 -20.818 6.748
H -20.277 -22.421 6.058
H -18.479 -20.476 4.922
C -16.924 -15.446 1.509
C -15.470 -15.279 1.193
O -15.004 -14.046 1.783
H -17.185 -15.589 2.558
H -17.465 -16.131 0.855
H -17.402 -14.483 1.333
H -15.300 -15.165 0.122
H -14.840 -16.150 1.375
H -14.786 -14.172 2.709
*
```

Total energy: -128133.6921 eV
HOMO energy (spin up / spin down): -10.72 / -10.72 eV
Gap between HOMO and LUMO (spin up / spin down): 5.268 / 4.994 eV

These are the Löwdin partial charges, in e, on atoms 1 to 4: number 1, V, carries 1.197; number 2, N, carries 0.340; number 3, H, carries 0.129; number 4, H, carries 0.068

---

# 5
Density functional theory data (ωB97M-V/def2-TZVPD) for a 9-piece molecular cluster, C25H52O9 overall.

The geometry in ORCA input format:
```
! wB97M-V def2-TZVPD RIJCOSX def2/J DEFGRID3
* xyz 0 1
C -0.766 -15.308 -6.685
C 0.203 -15.259 -5.527
C -0.261 -15.101 -4.093
O 1.393 -15.415 -5.738
H -1.645 -14.665 -6.663
H -1.109 -16.332 -6.833
H -0.202 -15.008 -7.569
H -1.083 -14.388 -4.152
H 0.514 -14.708 -3.435
H -0.656 -16.040 -3.705
C 3.156 -19.097 -11.830
C 2.190 -18.174 -11.127
C 2.617 -16.826 -10.669
O 1.046 -18.528 -10.922
H 2.495 -19.892 -12.175
H 3.853 -19.347 -11.030
H 3.740 -18.610 -12.612
H 1.816 -16.087 -10.689
H 3.466 -16.618 -11.320
H 2.975 -16.889 -9.641
C -2.833 -16.165 -14.947
C -3.393 -14.881 -14.275
C -2.824 -14.458 -12.938
O -4.176 -14.181 -14.905
H -3.128 -16.185 -15.996
H -3.297 -16.960 -14.364
H -1.751 -16.193 -14.821
H -3.154 -13.440 -12.735
H -1.737 -14.458 -13.009
H -2.994 -15.176 -12.136
C -1.860 -20.535 -11.985
C -1.458 -21.297 -10.777
C -2.271 -21.057 -9.489
O -0.588 -22.171 -10.731
H -1.295 -20.908 -12.839
H -1.713 -19.455 -11.956
H -2.915 -20.735 -12.176
H -2.900 -21.922 -9.275
H -2.809 -20.112 -9.410
H -1.582 -20.970 -8.649
C 1.493 -18.049 -7.120
C 2.138 -19.349 -7.702
C 1.342 -20.579 -7.879
O 3.269 -19.239 -8.160
H 1.748 -17.151 -7.682
H 1.872 -17.954 -6.103
H 0.405 -17.991 -7.156
H 0.748 -20.602 -8.793
H 0.591 -20.714 -7.100
H 1.907 -21.505 -7.992
C -6.901 -17.933 -12.490
C -5.626 -17.929 -11.674
C -5.564 -18.952 -10.541
O -4.759 -17.133 -11.938
H -6.803 -17.382 -13.426
H -7.718 -17.425 -11.977
H -7.174 -18.967 -12.701
H -5.545 -19.958 -10.961
H -6.352 -18.864 -9.794
H -4.642 -18.802 -9.980
C 1.329 -11.973 -10.971
C 0.007 -12.198 -10.278
C -0.833 -10.991 -9.914
O -0.425 -13.347 -10.193
H 1.996 -11.387 -10.340
H 1.210 -11.374 -11.874
H 1.762 -12.921 -11.290
H -0.598 -10.611 -8.920
H -1.902 -11.201 -9.891
H -0.726 -10.183 -10.638
C -4.229 -15.679 -8.238
C -4.514 -14.197 -8.512
C -4.065 -13.713 -9.859
O -5.172 -13.528 -7.707
H -4.270 -15.758 -7.152
H -3.204 -16.014 -8.394
H -4.890 -16.360 -8.776
H -3.114 -13.188 -9.762
H -4.802 -13.063 -10.331
H -3.917 -14.599 -10.477
C -1.456 -16.537 -10.171
O -1.192 -17.829 -9.698
H -2.544 -16.518 -10.233
H -1.047 -15.808 -9.471
H -1.078 -16.369 -11.180
H -0.260 -17.948 -9.897
*
```

Energy above the lowest of the compared OMol25 structures with the same formula, charge and spin: 0.000 eV
Total energy: -45194.1310 eV
SMILES: CC(C)=O.CC(C)=O.CC(C)=O.CC(C)=O.CC(C)=O.CC(C)=O.CC(C)=O.CC(C)=O.CO
HOMO energy: -9.34 eV
Gap between HOMO and LUMO: 9.742 eV

These are the Löwdin partial charges, in e, on atoms 1 to 4: number 1, C, carries -0.020; number 2, C, carries -0.476; number 3, C, carries -0.014; number 4, O, carries 0.043

---

Summary of strongest force on any atom in eV/Å
1.7 2.6 5.1 9.6 2.7
(order as listed above)